107
Properties=species:S:1:pos:R:3 method="wB97M-V/def2-TZVPD" gap_ha="0.2064 / 0.2105" total_charge=-2 largest_force_ha_per_bohr=0.0182 multiplicity=2 e_homo_ev="-2.18 / -2.37" molar_mass_g_mol=1432.57 relative_energy_kcal_mol=49.4
Ir -0.374 -1.914 -0.718
S 0.884 -0.345 -5.634
Sb 1.737 -1.121 -3.699
S 1.021 -0.027 -1.139
S 0.011 -2.592 -2.899
Cl -5.269 -6.747 -0.637
C -4.400 -5.281 -0.966
C -4.993 -4.261 -1.691
Cl -6.614 -4.436 -2.284
C -4.289 -3.078 -1.939
Cl -5.009 -1.773 -2.824
C -2.992 -2.900 -1.464
O -2.302 -1.811 -1.653
C -2.401 -3.936 -0.691
O -1.225 -3.684 -0.169
C -3.102 -5.113 -0.470
Cl -2.357 -6.326 0.519
C 4.059 6.212 -1.568
C 3.072 5.119 -1.250
C 2.971 4.589 0.028
C 2.061 3.577 0.326
C 2.048 3.047 1.745
C 1.214 3.063 -0.671
Te -0.297 1.546 0.105
N -1.381 -0.304 0.184
C -2.422 -0.158 0.987
O -2.699 0.968 1.486
C -3.344 -1.295 1.294
C -2.904 -2.471 1.883
C -3.818 -3.479 2.171
C -5.157 -3.327 1.847
C -5.595 -2.146 1.257
C -4.695 -1.126 1.001
C -1.845 2.584 -0.933
C -2.233 3.787 -0.333
C -1.654 4.256 0.976
C -3.204 4.567 -0.950
C -3.805 4.169 -2.137
C -4.854 5.019 -2.804
C -3.420 2.960 -2.692
C -2.450 2.144 -2.110
C -2.133 0.841 -2.787
C 1.350 3.560 -1.974
C 0.586 3.012 -3.150
C 2.258 4.587 -2.236
H 4.524 6.598 -0.660
H 3.573 7.046 -2.080
H 4.854 5.847 -2.223
H 3.616 4.971 0.816
H 2.801 3.560 2.345
H 2.266 1.976 1.769
H 1.077 3.183 2.228
H -1.851 -2.603 2.096
H -3.466 -4.403 2.615
H -5.855 -4.135 2.033
H -6.636 -2.030 0.980
H -5.021 -0.198 0.548
H -1.722 3.463 1.725
H -2.207 5.120 1.346
H -0.604 4.546 0.867
H -3.504 5.500 -0.483
H -5.039 5.932 -2.237
H -5.798 4.477 -2.891
H -4.547 5.303 -3.812
H -3.882 2.624 -3.616
H -2.187 0.947 -3.871
H -2.839 0.068 -2.479
H -1.149 0.448 -2.538
H 0.003 2.140 -2.889
H 1.274 2.704 -3.940
H -0.090 3.763 -3.567
H 2.340 4.961 -3.253
C 4.244 -0.241 0.731
C 4.349 -1.209 -0.428
C 5.584 -1.016 -1.283
O 4.375 -2.554 0.109
P 3.202 -3.552 -0.407
S 3.380 -4.043 -2.267
S 1.507 -2.746 0.428
O 3.530 -4.827 0.500
C 4.009 -4.918 1.856
C 3.407 -3.906 2.817
C 5.529 -4.883 1.853
H 4.214 0.787 0.363
H 5.102 -0.357 1.399
H 3.321 -0.439 1.281
H 3.458 -1.096 -1.051
H 6.486 -1.161 -0.682
H 5.596 -0.008 -1.701
H 5.584 -1.738 -2.099
H 3.678 -5.915 2.160
H 3.685 -2.890 2.536
H 3.793 -4.112 3.818
H 2.321 -3.973 2.834
H 5.880 -3.901 1.537
H 5.922 -5.630 1.164
H 5.907 -5.093 2.856
C 1.476 -0.547 4.497
S 0.321 -0.307 3.134
C -1.019 0.397 4.100
O -0.097 -1.669 2.726
H 1.795 0.418 4.892
H 2.329 -1.083 4.081
H 0.996 -1.153 5.266
H -0.651 1.276 4.632
H -1.380 -0.366 4.790
H -1.801 0.690 3.395


62
Properties=species:S:1:pos:R:3 method="wB97M-V/def2-TZVPD" gap_ha="0.1848 / 0.2257" total_charge=-2 largest_force_ha_per_bohr=0.0109 multiplicity=2 e_homo_ev="-0.19 / -1.31" molar_mass_g_mol=643.12 relative_energy_kcal_mol=0.0
Pd -0.354 -1.313 0.865
O 2.549 -4.054 2.790
C 2.141 -2.796 2.467
O 1.999 -2.454 1.320
C 2.053 -1.894 3.693
O 1.164 -0.831 3.530
C -0.158 -1.105 4.041
C -0.587 -2.586 3.782
O -0.782 -3.305 4.775
O -0.647 -2.916 2.571
H 2.575 -4.539 1.955
H 3.060 -1.469 3.806
H 1.835 -2.509 4.573
H -0.826 -0.428 3.500
H -0.171 -0.897 5.122
C 3.191 0.992 -3.584
Ge 2.539 -0.201 -2.095
C 4.074 -0.218 -0.829
C 2.602 -2.009 -2.931
Ge 0.404 0.134 -0.885
C -0.899 0.561 -2.357
C -0.677 0.407 -3.723
C -1.660 0.689 -4.663
C -2.903 1.139 -4.252
C -3.149 1.293 -2.894
C -2.165 1.001 -1.965
C 0.623 1.985 -0.118
C -0.233 2.333 0.930
C -0.158 3.577 1.538
C 0.789 4.505 1.127
C 1.652 4.177 0.094
C 1.560 2.933 -0.519
H 4.089 0.552 -4.025
H 3.449 1.986 -3.223
H 2.447 1.108 -4.370
H 4.997 -0.472 -1.356
H 3.892 -0.958 -0.053
H 4.201 0.751 -0.349
H 3.624 -2.261 -3.222
H 1.970 -2.059 -3.817
H 2.246 -2.752 -2.220
H 0.289 0.058 -4.073
H -1.452 0.556 -5.721
H -3.676 1.362 -4.982
H -4.124 1.629 -2.554
H -2.372 1.085 -0.904
H -0.966 1.608 1.262
H -0.840 3.819 2.347
H 0.855 5.474 1.613
H 2.398 4.892 -0.241
H 2.238 2.706 -1.337
C -3.616 -2.060 1.741
C -3.443 -0.745 0.968
C -4.518 0.266 1.417
O -2.208 -0.179 1.115
H -4.607 -2.496 1.570
H -3.487 -1.887 2.813
H -2.850 -2.778 1.442
H -3.658 -0.976 -0.105
H -4.391 0.481 2.480
H -5.534 -0.112 1.252
H -4.396 1.201 0.868


30
Properties=species:S:1:pos:R:3 method="wB97M-V/def2-TZVPD" gap_ha=0.1289 total_charge=+3 largest_force_ha_per_bohr=0.0957 e_homo_ev=-16.78 molar_mass_g_mol=301.06 relative_energy_kcal_mol=100.0
Na 3.197 0.845 -1.485
Na 0.663 2.524 -3.644
Na -0.392 4.230 -1.012
Na 2.179 3.150 0.658
Na -2.284 1.190 -2.397
C 0.217 0.779 -0.483
O -0.451 -0.253 -0.746
O 1.018 0.823 0.515
O 0.201 1.764 -1.328
O -2.322 -1.412 -2.477
H -1.680 -1.149 -1.818
H -2.515 -2.338 -2.270
O 2.417 -1.779 -0.210
H 1.876 -1.050 0.098
H 1.818 -2.314 -0.761
O -0.917 0.944 3.335
H -0.291 0.754 2.624
H -1.013 1.904 3.342
O 1.773 -0.678 2.774
H 2.720 -0.595 2.937
H 1.630 -0.152 1.955
O -2.838 1.679 0.245
H -2.489 0.929 0.766
H -2.358 2.440 0.583
O -0.513 -2.088 2.037
H 0.284 -1.630 2.358
H -0.613 -1.799 1.132
O 0.408 -2.558 -2.106
H 0.330 -2.295 -3.028
H -0.054 -1.864 -1.595


19
Properties=species:S:1:pos:R:3 method="wB97M-V/def2-TZVPD" gap_ha="0.2564 / 0.3144" largest_force_ha_per_bohr=0.0998 multiplicity=3 e_homo_ev="-6.60 / -10.79" molar_mass_g_mol=193.66 relative_energy_kcal_mol=57.0
C 1.011 -2.753 1.648
C -0.731 -1.949 0.190
C -1.342 -0.564 0.029
C -0.127 2.117 -0.751
C 0.244 -1.562 1.319
C 0.868 2.900 -1.468
N 1.572 -3.710 1.951
O 0.925 -0.505 0.920
O 0.912 -0.068 -1.559
S 0.188 0.450 -0.426
Cl -0.666 -1.142 2.967
H -1.482 -2.594 0.504
H -0.085 -2.274 -0.518
H -2.069 -0.354 -0.722
H -1.680 -0.110 0.990
H -0.713 2.677 -0.112
H 1.188 3.746 -0.745
H 0.429 3.390 -2.251
H 1.557 2.305 -1.968


51
Properties=species:S:1:pos:R:3 method="wB97M-V/def2-TZVPD" gap_ha=0.1756 total_charge=-2 largest_force_ha_per_bohr=0.1308 e_homo_ev=-3.92 molar_mass_g_mol=564.07 relative_energy_kcal_mol=101.6
Be -18.690 5.307 0.273
Cl -20.489 5.396 4.202
O -20.721 6.739 4.672
O -19.937 5.442 2.943
O -19.548 4.722 5.028
O -21.763 4.720 4.008
Cl -18.605 5.520 -3.417
O -19.204 4.508 -2.661
O -18.379 6.474 -2.404
O -17.342 4.977 -3.826
O -19.472 5.963 -4.425
Cl -22.149 6.948 -0.199
O -22.746 8.258 -0.128
O -22.881 6.047 0.715
O -22.156 6.446 -1.492
O -20.781 6.999 0.218
Cl -21.229 2.016 0.595
O -20.091 1.407 1.120
O -21.791 1.321 -0.434
O -22.113 2.256 1.672
O -20.684 3.192 0.028
C -16.556 5.877 2.302
C -15.698 4.642 1.911
C -15.753 3.719 3.232
C -15.645 2.226 3.039
C -16.385 1.631 1.887
C -16.013 2.459 0.564
N -16.330 3.938 0.719
O -16.234 4.725 -0.428
C -14.579 1.941 0.078
C -16.919 1.857 -0.571
C -14.200 5.026 1.621
H -15.905 6.581 2.820
H -16.998 6.370 1.436
H -17.409 5.666 2.947
H -14.884 3.897 3.864
H -16.547 3.930 3.949
H -14.581 2.016 2.924
H -15.722 1.548 3.889
H -17.466 1.763 1.927
H -16.144 0.576 2.021
H -13.749 2.126 0.761
H -14.279 2.427 -0.851
H -14.609 0.856 -0.014
H -17.372 2.633 -1.188
H -17.745 1.277 -0.160
H -16.479 1.069 -1.182
H -13.664 5.179 2.557
H -13.686 4.113 1.321
H -14.025 5.762 0.836
H -15.320 4.781 -0.718


16
Properties=species:S:1:pos:R:3 method="wB97M-V/def2-TZVPD" gap_ha=0.3785 largest_force_ha_per_bohr=0.0694 e_homo_ev=-9.39 smiles=C[C@@]12C[C@H]3O[C@@H]1[C@@H]2O3 molar_mass_g_mol=112.13 relative_energy_kcal_mol=58.1
C -1.359 1.250 0.771
C -0.228 0.325 0.286
C -0.130 0.061 -1.266
C 0.979 -1.022 -1.092
C 0.179 -1.002 0.829
C 1.138 0.102 0.729
H -2.283 0.878 0.311
H -1.514 1.358 1.822
H -1.008 2.276 0.475
H 0.084 0.861 -1.971
H -1.095 -0.392 -1.551
H 1.510 -1.585 -1.936
H -0.360 -1.327 1.724
H 1.722 0.597 1.407
O 0.362 -1.953 -0.207
O 2.002 -0.428 -0.331


169
Properties=species:S:1:pos:R:3 method="wB97M-V/def2-TZVPD" gap_ha=0.4244 total_charge=+5 largest_force_ha_per_bohr=0.0718 e_homo_ev=-20.39 molar_mass_g_mol=914.40 relative_energy_kcal_mol=12.0
C -0.298 0.930 4.196
C -0.711 -0.536 3.977
C -2.184 -0.744 4.120
N -2.659 -2.189 3.843
C -2.569 -2.521 2.346
C -2.030 -3.301 4.686
C -2.623 -3.038 6.098
C -3.999 -2.453 5.807
C -4.114 -2.335 4.331
H -0.347 1.132 5.266
H -0.992 1.621 3.718
H 0.707 1.213 3.882
H -0.232 -1.260 4.636
H -0.317 -0.794 2.994
H -2.738 -0.029 3.511
H -2.446 -0.550 5.160
H -3.169 -3.371 2.020
H -1.502 -2.656 2.170
H -3.106 -1.653 1.963
H -2.357 -4.245 4.249
H -0.942 -3.284 4.752
H -2.681 -3.920 6.736
H -2.145 -2.273 6.710
H -4.737 -3.148 6.206
H -4.083 -1.495 6.320
H -4.737 -3.143 3.946
H -4.502 -1.373 3.997
C 2.401 -1.210 1.410
C 3.695 -2.029 1.579
C 4.016 -2.121 3.108
N 5.244 -2.986 3.561
C 6.482 -2.468 2.864
C 4.813 -4.445 3.202
C 5.686 -5.371 4.074
C 6.208 -4.461 5.229
C 5.478 -3.138 5.136
H 2.512 -0.180 1.748
H 1.672 -1.678 2.071
H 2.049 -1.029 0.394
H 4.416 -1.680 0.840
H 3.547 -3.040 1.199
H 3.226 -2.298 3.838
H 4.435 -1.187 3.483
H 6.403 -2.318 1.787
H 7.301 -3.141 3.116
H 6.640 -1.451 3.221
H 5.064 -4.527 2.144
H 3.740 -4.483 3.390
H 6.504 -5.676 3.421
H 5.154 -6.235 4.471
H 7.265 -4.346 4.989
H 6.181 -5.042 6.151
H 6.163 -2.441 5.617
H 4.505 -3.131 5.627
C 5.530 0.168 -8.288
C 5.993 0.024 -6.786
C 4.870 0.551 -5.838
N 4.778 0.031 -4.342
C 6.185 0.194 -3.629
C 4.333 -1.469 -4.192
C 3.805 -1.648 -2.781
C 3.024 -0.364 -2.698
C 3.521 0.641 -3.714
H 4.609 -0.379 -8.493
H 6.268 -0.338 -8.910
H 5.519 1.200 -8.637
H 7.038 0.266 -6.592
H 6.055 -1.055 -6.645
H 3.953 0.133 -6.255
H 4.760 1.623 -5.678
H 7.117 0.073 -4.182
H 6.337 -0.570 -2.867
H 6.207 1.196 -3.201
H 5.193 -2.130 -4.302
H 3.448 -1.667 -4.795
H 4.610 -1.468 -2.070
H 3.264 -2.575 -2.589
H 3.133 0.104 -1.719
H 1.977 -0.632 -2.837
H 3.871 1.478 -3.111
H 2.836 0.910 -4.518
C -4.335 1.215 -2.495
C -5.185 1.355 -1.238
C -4.917 2.650 -0.414
N -5.720 2.610 0.933
C -5.437 1.401 1.778
C -5.275 3.844 1.788
C -6.529 4.370 2.498
C -7.728 3.495 2.104
C -7.309 2.834 0.841
H -4.688 1.957 -3.210
H -4.422 0.256 -3.006
H -3.301 1.535 -2.368
H -4.988 0.435 -0.687
H -6.244 1.263 -1.477
H -5.144 3.496 -1.063
H -3.908 2.808 -0.033
H -4.350 1.387 1.696
H -5.938 0.562 1.295
H -5.612 1.545 2.844
H -4.444 3.511 2.410
H -4.853 4.674 1.220
H -6.344 4.233 3.564
H -6.708 5.412 2.232
H -8.159 2.867 2.884
H -8.652 4.037 1.903
H -7.839 1.924 0.558
H -7.298 3.469 -0.044
C 2.621 3.722 -1.713
C 2.147 4.171 -0.263
C 0.956 5.156 -0.307
N 0.222 5.654 0.956
C 1.288 5.925 2.065
C -0.779 4.612 1.467
C -1.787 5.377 2.357
C -1.860 6.761 1.874
C -0.814 6.807 0.707
H 3.409 2.992 -1.531
H 3.001 4.558 -2.300
H 1.756 3.394 -2.289
H 2.908 4.800 0.196
H 1.980 3.358 0.443
H 0.165 4.722 -0.919
H 1.194 6.046 -0.888
H 1.858 6.806 1.771
H 1.915 5.034 2.084
H 0.729 6.059 2.992
H -0.277 3.816 2.017
H -1.244 4.060 0.650
H -1.574 5.178 3.407
H -2.651 4.721 2.251
H -1.726 7.427 2.726
H -2.818 7.049 1.441
H -0.277 7.719 0.447
H -1.328 6.678 -0.246
C 0.223 -3.564 -1.182
C -0.972 -3.225 -2.104
C -1.074 -3.814 -3.536
N -2.349 -3.386 -4.317
C -3.665 -3.920 -3.699
C -2.426 -1.815 -4.557
C -1.428 -1.513 -5.688
C -1.301 -2.840 -6.410
C -2.209 -3.828 -5.757
H 0.160 -2.794 -0.413
H 1.214 -3.590 -1.635
H 0.025 -4.567 -0.803
H -0.983 -2.139 -2.204
H -1.872 -3.535 -1.573
H -1.287 -4.881 -3.604
H -0.174 -3.786 -4.151
H -3.711 -5.008 -3.737
H -4.532 -3.421 -4.131
H -3.597 -3.626 -2.651
H -3.401 -1.679 -5.024
H -2.155 -1.206 -3.694
H -1.816 -0.771 -6.386
H -0.477 -1.221 -5.243
H -1.512 -2.620 -7.457
H -0.295 -3.243 -6.529
H -3.177 -3.873 -6.255
H -1.771 -4.825 -5.717
P -0.983 0.937 -0.205
F -1.962 -0.001 -1.115
F -1.371 2.332 -1.051
F -2.073 1.054 0.961
F -0.005 1.756 0.834
F -0.596 -0.443 0.622
F 0.345 0.536 -1.142


23
Properties=species:S:1:pos:R:3 method="wB97M-V/def2-TZVPD" gap_ha=0.3303 largest_force_ha_per_bohr=0.1099 e_homo_ev=-7.99 molar_mass_g_mol=143.17 relative_energy_kcal_mol=8.9
C -0.345 0.671 -0.320
C 0.363 -0.488 -0.396
C 0.942 2.010 0.082
C -0.195 -1.847 -0.714
C -2.697 1.022 0.723
C 2.162 -1.612 0.846
C -1.893 0.940 -0.617
N 1.741 -0.632 -0.164
P 2.453 0.910 -0.082
H 0.913 2.881 -0.496
H 0.861 2.262 1.112
H -0.491 -1.841 -1.825
H -1.159 -2.055 -0.226
H 0.449 -2.601 -0.549
H -2.813 2.007 1.059
H -2.160 0.329 1.455
H -3.647 0.632 0.596
H 1.383 -2.187 1.218
H 2.934 -2.257 0.461
H 2.631 -1.162 1.778
H -1.988 1.809 -1.261
H -2.110 0.113 -1.212
H 2.667 1.096 -1.467